Entry from OMol25: a structure of composition C26H40N4O4PbSeSi4 (ωB97M-V/def2-TZVPD).

LUMO energy (alpha / beta): -1.629 / -1.629 eV
DFT total energy: -5286.95411 a.u.

```
! wB97M-V def2-TZVPD RIJCOSX def2/J DEFGRID3
* xyz 0 1
Pb 0.375 -1.034 -1.408
C 1.173 4.215 -3.667
C 1.121 3.347 -4.751
C 0.540 2.097 -4.623
C 0.008 1.681 -3.398
C 0.086 2.550 -2.310
C 0.651 3.808 -2.449
N -0.487 0.378 -3.208
C -1.311 -0.200 -4.066
C -2.047 0.504 -5.080
C -2.874 -0.153 -5.931
C -3.066 -1.563 -5.858
C -2.421 -2.275 -4.905
C -1.534 -1.629 -3.996
N -0.819 -2.310 -3.075
N -0.876 -3.584 -3.068
C -0.104 -4.216 -2.098
C -0.129 -5.612 -2.074
C 0.616 -6.280 -1.129
C 1.369 -5.553 -0.209
C 1.341 -4.178 -0.295
N 0.633 -3.525 -1.220
H 1.633 5.189 -3.767
H 1.541 3.644 -5.704
H 0.519 1.418 -5.467
H -0.304 2.228 -1.356
H 0.688 4.473 -1.595
H -1.950 1.579 -5.130
H -3.411 0.410 -6.685
H -3.737 -2.053 -6.550
H -2.560 -3.340 -4.796
H -0.733 -6.128 -2.807
H 0.616 -7.361 -1.094
H 1.952 -6.040 0.558
H 1.895 -3.559 0.403
O -1.564 -1.271 -0.205
Se -1.630 -2.603 0.848
O -0.347 -2.010 2.078
O 0.564 -1.057 1.512
O -2.954 -2.476 1.740
C 3.001 1.656 -0.315
Si 2.580 0.942 1.382
C 3.386 2.162 2.574
C 3.525 -0.678 1.490
Si 0.330 0.561 2.098
Si 0.409 0.308 4.450
C 0.782 1.972 5.262
C 1.809 -0.853 4.935
C -1.190 -0.349 5.178
Si -1.835 1.463 1.636
C -3.304 0.539 2.340
C -2.355 2.061 -0.075
C -1.701 3.054 2.667
H 4.047 1.424 -0.531
H 2.890 2.743 -0.317
H 2.401 1.274 -1.143
H 4.406 2.370 2.240
H 3.441 1.781 3.596
H 2.845 3.110 2.600
H 4.600 -0.489 1.445
H 3.256 -1.336 0.659
H 3.307 -1.220 2.412
H 1.677 2.435 4.845
H 0.945 1.831 6.334
H -0.041 2.678 5.143
H 2.779 -0.464 4.618
H 1.677 -1.838 4.481
H 1.834 -0.980 6.020
H -1.976 0.408 5.152
H -1.045 -0.646 6.219
H -1.546 -1.220 4.623
H -3.818 -0.017 1.557
H -3.991 1.273 2.769
H -3.047 -0.185 3.109
H -2.194 1.308 -0.849
H -1.848 2.980 -0.372
H -3.427 2.266 -0.035
H -1.742 2.842 3.737
H -2.546 3.706 2.431
H -0.782 3.614 2.471
*
```

Mulliken population analysis, charges in e, atoms 1 to 4: Pb 1.26; C -0.71; C -0.63; C -0.34